# 1
The following is a quantum chemistry calculation of C30H22BrF4N2O2PV as an isolated structure at a distorted geometry, from the OMol25 dataset.

Element x y z (Å)
V1 0.1163 0.1426 1.0730
C1 -2.5798 -3.0058 0.4751
C2 -1.3081 -2.2205 0.5545
O1 -1.4172 -1.0318 1.0924
C3 -0.1133 -2.6467 0.0683
C4 1.0341 -1.7829 0.2054
C5 2.0913 -1.8284 -0.8649
N1 1.3985 -1.2256 1.3707
N2 1.0962 -1.8357 2.5925
C6 0.7571 -0.9162 3.4297
O2 0.4817 0.3100 3.0414
C7 0.6615 -1.2653 4.8665
C8 0.1115 -0.3463 5.7552
C9 0.0077 -0.6557 7.1046
C10 0.4498 -1.8846 7.5695
C11 0.9988 -2.8035 6.6835
C12 1.1079 -2.4973 5.3387
H1 -3.3193 -2.4500 -0.1044
H2 -2.4148 -3.9793 0.0159
H3 -2.9857 -3.1453 1.4777
H4 -0.0454 -3.5678 -0.4956
H5 2.4849 -2.8513 -0.8746
H6 1.7288 -1.6187 -1.8723
H7 2.9128 -1.1577 -0.6225
H8 -0.2305 0.6062 5.3755
H9 -0.4211 0.0610 7.7934
H10 0.3683 -2.1278 8.6214
H11 1.3473 -3.7617 7.0476
H12 1.5346 -3.1989 4.6356
F1 -1.0617 6.7991 -1.3457
C13 -0.8156 5.4935 -1.3265
C14 -0.9991 4.7343 -2.4751
F2 -1.4195 5.3175 -3.5928
C15 -0.7388 3.3737 -2.4447
F3 -0.9252 2.7000 -3.5819
C16 -0.3057 2.7284 -1.2951
P1 0.1144 0.9146 -1.2601
C17 1.4534 0.9255 -2.4965
C18 1.2753 0.6946 -3.8553
C19 2.3610 0.7566 -4.7163
C20 3.6228 1.0632 -4.2281
C21 3.8048 1.3057 -2.8731
C22 2.7253 1.2293 -2.0100
C23 -1.3377 0.1336 -2.0177
C24 -1.2234 -1.0911 -2.6664
C25 -2.3594 -1.7570 -3.1029
C26 -3.6148 -1.2136 -2.8814
C27 -3.7363 -0.0012 -2.2151
C28 -2.6046 0.6660 -1.7811
C29 -0.1330 3.5200 -0.1521
Br1 0.4485 2.7570 1.4919
C30 -0.3779 4.8804 -0.1633
F4 -0.2070 5.6251 0.9272
H13 0.2915 0.4716 -4.2454
H14 2.2176 0.5706 -5.7723
H15 4.4666 1.1128 -4.9040
H16 4.7879 1.5412 -2.4881
H17 2.8702 1.3891 -0.9457
H18 -0.2499 -1.5377 -2.8291
H19 -2.2602 -2.7082 -3.6090
H20 -4.4992 -1.7372 -3.2198
H21 -4.7139 0.4231 -2.0288
H22 -2.7103 1.6045 -1.2495

Results
ΔE to the lowest compared entry with this formula, charge and spin: 0.000 eV
⟨S²⟩: 0.818
HOMO level (alpha / beta): -7.38 / -6.77 eV
Molecular weight: 680.332 g/mol
Multiplicity: 2
Gap between HOMO and LUMO (alpha / beta): 7.14 / 6.51 eV

Here are the natural (NBO) charges for atoms 1 to 2, given in e: atom 1 (V): 0.99, atom 2 (C): -0.66

=====

# 2
The following is a quantum chemistry calculation of C5H9NO as an isolated structure at a distorted geometry, from the OMol25 dataset.

Element x y z (Å)
C1 0.0774 0.2160 -0.2589
C2 1.5001 -0.2473 -0.2846
C3 -0.7775 -0.3537 -1.3971
N1 -0.0235 1.6692 -0.1269
O1 1.1433 -1.2279 1.1547
C4 -0.3147 -0.4484 1.0978
C5 -1.1146 -0.4589 2.0636
H1 1.4691 -1.0114 2.0513
H2 -0.0387 2.1149 -1.0381
H3 -0.8883 1.9015 0.3525
H4 2.2459 0.4688 0.0422
H5 1.7964 -1.0186 -0.9868
H6 -0.5353 0.1291 -2.3487
H7 -1.8345 -0.1905 -1.1756
H8 -0.6213 -1.4291 -1.5139
H9 -2.0841 -0.1137 2.3685

Results
ΔE to the lowest compared entry with this formula, charge and spin: 6.022 eV
HOMO level: -7.36 eV
Molecular weight: 99.133 g/mol
Gap between HOMO and LUMO: 7.86 eV

Here are the natural (NBO) charges for atoms 1 to 2, given in e: atom 1 (C): -0.05, atom 2 (C): 0.00

=====

# 3
The following is a quantum chemistry calculation of a 2-piece molecular cluster, C4H7NO2 overall at a distorted geometry, from the OMol25 dataset.

Element x y z (Å)
C1 1.7926 1.0071 -0.4398
C2 -1.3945 -0.4003 1.0966
C3 -1.6664 -0.3138 -0.4140
C4 0.5301 -0.6495 -0.0631
N1 2.9658 0.7089 -0.6439
O1 0.0138 -0.4859 1.1955
O2 -0.4518 -0.7225 -1.0089
H1 1.2426 1.9464 -0.4383
H2 -1.7449 0.4788 1.6435
H3 -1.8328 -1.3013 1.5426
H4 -2.4529 -0.9951 -0.7447
H5 -1.9147 0.7075 -0.7254
H6 1.2781 -1.4335 -0.1481
H7 3.6350 1.4531 -0.8520

Results
ΔE to the lowest compared entry with this formula, charge and spin: 4.019 eV
HOMO level: -7.67 eV
Molecular weight: 101.105 g/mol
Gap between HOMO and LUMO: 8.58 eV

Here are the natural (NBO) charges for atoms 1 to 2, given in e: atom 1 (C): 0.09, atom 2 (C): -0.10

=====

# 4
The following is a quantum chemistry calculation of C4H12NO2 as an isolated structure at a distorted geometry, from the OMol25 dataset.

Element x y z (Å)
C1 -1.4621 0.2538 0.2026
O1 -1.5302 1.2024 -0.8028
C2 -0.0357 -0.0375 0.8201
C3 1.0838 -0.2576 -0.1821
C4 0.9851 -1.7654 -0.5316
N1 1.1050 -2.8117 0.5462
H1 -1.6467 -0.8271 -0.1998
H2 -2.2245 0.4588 1.0460
H3 0.0509 -1.0027 1.5759
H4 0.3161 0.7674 1.5008
H5 2.0716 -0.0922 0.2250
H6 0.9580 0.2751 -1.0931
H7 0.0243 -1.9809 -0.9867
H8 1.7184 -2.0071 -1.3267
H9 -0.2499 -1.4905 2.2186
H10 0.4946 -2.6993 1.3083
H11 -0.6034 2.0258 -0.4728
H12 -0.0774 3.5350 -1.0481
O2 0.0310 2.9927 -0.2503

Results
ΔE to the lowest compared entry with this formula, charge and spin: 7.274 eV
HOMO level: -3.68 eV
Molecular weight: 106.145 g/mol
Charge: -1
Gap between HOMO and LUMO: 5.39 eV

Here are the natural (NBO) charges for atoms 1 to 2, given in e: atom 1 (C): -0.05, atom 2 (O): -0.84

=====

# 5
The following is a quantum chemistry calculation of C15H13Cl2F2N3O2Ru as an isolated structure at a distorted geometry, from the OMol25 dataset.

Element x y z (Å)
Ru1 0.6959 -0.3238 0.1776
O1 -1.0328 4.7384 0.7875
C1 0.2885 4.8868 0.6981
C2 0.7753 6.1885 0.5542
C3 2.1286 6.4275 0.4631
C4 3.0426 5.3734 0.5162
C5 2.5854 4.0839 0.6453
C6 1.2140 3.8113 0.7380
C7 0.7897 2.4260 0.7959
O2 1.6202 1.4863 0.5009
N1 -0.4844 2.1484 1.1418
N2 -0.7466 0.8592 1.0371
C8 -1.8794 0.2911 1.3268
C9 -2.0686 -1.0394 0.8239
C10 -3.2871 -1.7134 0.9300
C11 -3.4345 -2.9581 0.3580
C12 -2.3556 -3.5211 -0.3159
C13 -1.1733 -2.8122 -0.3830
N3 -1.0139 -1.6108 0.1730
H1 -1.2494 3.8085 0.9749
H2 0.0509 6.9908 0.5186
H3 2.4817 7.4439 0.3520
H4 4.1038 5.5666 0.4458
H5 3.2841 3.2593 0.6815
H6 -2.6237 0.8202 1.9088
H7 -4.0999 -1.2236 1.4487
H8 -4.3730 -3.4923 0.4125
H9 -2.4357 -4.4915 -0.7830
H10 -0.3234 -3.2235 -0.9089
F1 1.5112 -2.0388 -1.7934
C14 1.8226 -0.7454 -1.4769
F2 1.1533 0.0690 -2.3334
H11 2.8973 -0.6051 -1.5981
Cl1 1.9545 -1.8901 1.8240
C15 1.7646 -3.5872 1.2637
Cl2 3.0644 -4.5810 1.8926
H12 1.8089 -3.5868 0.1812
H13 0.8173 -3.9503 1.6440

Results
ΔE to the lowest compared entry with this formula, charge and spin: 0.776 eV
⟨S²⟩: 0.855
HOMO level (alpha / beta): -10.93 / -10.94 eV
Molecular weight: 477.260 g/mol
Charge: +1
Multiplicity: 2
Gap between HOMO and LUMO (alpha / beta): 5.37 / 5.63 eV

Here are the natural (NBO) charges for atoms 1 to 2, given in e: atom 1 (Ru): 0.99, atom 2 (O): -0.65

=====

# 6
The following is a quantum chemistry calculation of C23H32GaN4O7S3 as an isolated structure, from the OMol25 dataset.

Element x y z (Å)
Ga1 1.7430 0.7488 -1.3517
O1 2.4097 4.0225 1.3958
S1 1.4198 3.0739 0.9937
O2 0.3138 3.5741 0.2041
O3 2.0274 1.8604 0.3833
C1 0.6752 2.4835 2.5224
C2 1.3168 2.8617 3.6889
C3 0.8023 2.5194 4.9347
C4 -0.3739 1.8015 5.0319
C5 -1.0410 1.4176 3.8789
C6 -0.5178 1.7503 2.6347
S2 -1.4271 1.0982 1.2780
O4 -2.5616 0.3791 1.7693
O5 -2.1241 2.4175 0.5868
O6 -0.5851 0.4881 0.2983
H1 2.2189 3.4512 3.6034
H2 1.3237 2.8321 5.8295
H3 -0.7837 1.5404 5.9976
H4 -1.9618 0.8566 3.9374
C7 -4.9489 -1.5897 -0.0926
C8 -5.0649 -1.0718 -1.5214
C9 -5.1203 0.4471 -1.6040
N1 -3.8721 1.0667 -1.1203
C10 -3.1326 1.9496 -1.7231
S3 -1.7957 2.7668 -0.9863
N2 -3.2820 2.3185 -3.0260
C11 -3.4924 1.5038 -4.1890
O7 -3.9581 2.0287 -5.1587
C12 -3.0439 0.0927 -4.1169
C13 -1.9496 -0.2956 -3.3471
C14 -1.5460 -1.6215 -3.3537
C15 -2.2363 -2.5534 -4.1168
C16 -3.3188 -2.1614 -4.8957
C17 -3.7170 -0.8362 -4.9070
H5 -4.9764 -2.6782 -0.0815
H6 -5.7734 -1.2311 0.5268
H7 -4.0128 -1.2899 0.3831
H8 -5.9847 -1.4425 -1.9784
H9 -4.2392 -1.4402 -2.1316
H10 -5.9179 0.8312 -0.9641
H11 -5.3111 0.7924 -2.6154
H12 -3.6207 0.8400 -0.1606
H13 -3.1663 3.3014 -3.2407
H14 -1.3784 0.4237 -2.7712
H15 -0.6843 -1.9199 -2.7714
H16 -1.9218 -3.5887 -4.1161
H17 -3.8444 -2.8879 -5.5005
H18 -4.5435 -0.5058 -5.5228
C18 4.8669 -3.1547 2.8578
C19 5.0175 -1.6814 2.5122
N3 4.6621 -1.3910 1.1199
C20 5.7358 -1.5814 0.1445
C21 6.4942 -0.2939 -0.1472
C22 3.4693 -0.9040 0.7560
C23 2.4233 -0.7268 1.8176
N4 3.1562 -0.6052 -0.4789
H19 5.1992 -3.3387 3.8792
H20 5.4652 -3.7779 2.1925
H21 3.8279 -3.4747 2.7725
H22 6.0527 -1.3637 2.6476
H23 4.4220 -1.0621 3.1777
H24 5.3258 -2.0218 -0.7666
H25 6.4075 -2.3336 0.5571
H26 5.8356 0.4755 -0.5506
H27 7.2894 -0.4783 -0.8688
H28 6.9482 0.0999 0.7625
H29 2.6666 0.1299 2.4473
H30 2.3465 -1.6132 2.4454
H31 1.4630 -0.5395 1.3482
H32 3.9038 -0.7889 -1.1397

Results
ΔE to the lowest compared entry with this formula, charge and spin: 3.454 eV
HOMO level: -10.73 eV
Molecular weight: 642.454 g/mol
Charge: +1
Gap between HOMO and LUMO: 7.67 eV

Here are the natural (NBO) charges for atoms 1 to 2, given in e: atom 1 (Ga): 0.79, atom 2 (O): -0.93

=====

# 7
The following is a quantum chemistry calculation of a 3-piece molecular cluster, C37H69F13N2O5S overall at a distorted geometry, from the OMol25 dataset.

Element x y z (Å)
C1 -0.6322 -2.4255 0.3640
O1 -1.8850 -2.7145 0.9371
C2 -2.2993 -4.0601 0.8586
C3 -3.4630 -4.2978 -0.0948
C4 -3.3497 -3.5816 -1.4490
C5 -4.0120 -2.2227 -1.3578
C6 -4.0950 -1.4505 -2.6830
C7 -3.4162 -0.0706 -2.6507
C8 -2.0728 -0.0812 -3.3327
C9 -1.2854 1.2227 -3.1168
C10 -0.1550 1.0302 -2.0934
C11 1.1096 0.6039 -2.7847
C12 2.3285 0.4476 -1.8792
C13 2.1562 -0.6524 -0.8327
C14 3.2118 -0.7389 0.2571
C15 3.4370 0.4752 1.1615
C16 2.3139 1.5002 1.2867
C17 2.3433 2.1606 2.6589
F1 3.1957 3.2288 2.5705
F2 2.8155 1.3610 3.6304
C18 1.0145 2.7682 3.1406
F3 0.5018 3.5896 2.2123
F4 1.3033 3.5190 4.2304
C19 -0.0260 1.6964 3.6151
F5 0.0683 0.5584 2.9073
F6 0.3071 1.3836 4.8883
C20 -1.4879 2.2432 3.6959
F7 -1.4713 3.5450 4.0403
F8 -2.1146 1.5679 4.6833
S1 -2.5361 2.0005 2.1369
F9 -3.8554 2.0672 3.0000
F10 -2.4713 0.4535 2.3416
F11 -1.2356 1.9674 1.2444
F12 -2.6436 3.5556 1.9027
F13 -3.3882 1.7799 0.8520
O2 2.6664 -1.7998 1.1320
C21 2.9848 -2.9795 0.5254
O3 2.5054 -4.0748 0.8105
O4 3.9170 -2.7491 -0.4396
C22 4.5071 -1.4685 -0.0851
C23 5.4152 -1.7899 1.1219
C24 5.3228 -0.8091 -1.1914
O5 5.5937 -1.7080 -2.2330
C25 6.0399 -1.0803 -3.4182
H1 0.0820 -3.2269 0.5213
H2 -0.7114 -2.2192 -0.7035
H3 -0.2397 -1.5469 0.8615
H4 -1.4807 -4.7300 0.6080
H5 -2.6346 -4.3460 1.8500
H6 -3.5981 -5.3636 -0.2326
H7 -4.3645 -3.9490 0.3971
H8 -3.7738 -4.1817 -2.2438
H9 -2.2872 -3.4842 -1.6546
H10 -3.5418 -1.6240 -0.5916
H11 -5.0271 -2.3979 -1.0150
H12 -5.1440 -1.2945 -2.9051
H13 -3.6962 -2.0141 -3.5220
H14 -3.2499 0.1747 -1.6100
H15 -4.0796 0.6558 -3.1014
H16 -2.2447 -0.1868 -4.3995
H17 -1.4999 -0.9412 -3.0024
H18 -0.8885 1.5923 -4.0516
H19 -1.9778 1.9302 -2.6791
H20 -0.5034 0.2985 -1.3698
H21 0.0006 1.9590 -1.5515
H22 1.3695 1.3261 -3.5497
H23 0.9604 -0.3520 -3.2780
H24 2.6323 1.3906 -1.4376
H25 3.1463 0.1350 -2.5197
H26 2.0752 -1.5854 -1.3731
H27 1.2129 -0.5194 -0.3226
H28 4.2982 0.9969 0.7541
H29 3.7302 0.0874 2.1206
H30 1.3321 1.1175 1.0429
H31 2.4865 2.2987 0.5827
H32 5.0756 -1.3559 2.0498
H33 6.4237 -1.4336 0.9828
H34 5.4856 -2.8535 1.2772
H35 6.2518 -0.4063 -0.7995
H36 4.7700 0.0465 -1.5714
H37 5.7949 -0.0212 -3.4477
H38 5.5534 -1.5644 -4.2513
H39 7.1178 -1.1649 -3.4998
C26 -8.2015 -2.1728 -3.1887
C27 -7.5645 -3.5525 -3.2558
N1 -7.7190 -4.3134 -2.0316
C28 -6.8759 -5.4933 -1.9809
C29 -7.1294 -6.6175 -2.9938
C30 -9.0818 -4.4826 -1.5610
C31 -10.0919 -5.1549 -2.5015
H40 -7.8253 -1.6123 -2.3313
H41 -7.9600 -1.6130 -4.0932
H42 -9.2887 -2.2242 -3.1193
H43 -6.4927 -3.4199 -3.4309
H44 -7.9595 -4.0829 -4.1372
H45 -6.9207 -5.9126 -0.9719
H46 -5.8430 -5.1525 -2.1033
H47 -8.0172 -7.1976 -2.7462
H48 -6.2851 -7.3100 -2.9890
H49 -7.2345 -6.2395 -4.0110
H50 -9.4709 -3.4961 -1.2966
H51 -9.0512 -5.0297 -0.6159
H52 -10.0221 -4.7739 -3.5211
H53 -11.1064 -4.9579 -2.1492
H54 -9.9688 -6.2363 -2.5312
C32 7.7864 4.4595 4.6076
C33 7.7488 5.7649 3.8271
N2 6.8404 5.7287 2.6982
C34 7.0042 6.8497 1.7907
C35 6.6910 8.2581 2.3123
C36 5.4702 5.3568 3.0079
C37 4.7030 6.2078 4.0289
H55 8.0167 3.6201 3.9502
H56 8.5600 4.5125 5.3744
H57 6.8419 4.2553 5.1130
H58 8.7531 5.9563 3.4400
H59 7.5241 6.5872 4.5252
H60 6.4026 6.6607 0.8974
H61 8.0431 6.8393 1.4454
H62 5.6197 8.4309 2.4026
H63 7.0761 9.0013 1.6111
H64 7.1557 8.4513 3.2792
H65 5.4752 4.3253 3.3661
H66 4.9022 5.3205 2.0755
H67 5.3059 6.4413 4.9074
H68 3.8241 5.6583 4.3726
H69 4.3465 7.1429 3.5996

Results
HOMO level: -8.11 eV
Molecular weight: 901.009 g/mol
Gap between HOMO and LUMO: 8.43 eV
SMILES string: COCCCCCCCCCCCC[C@@]1(CCC(F)(F)C(F)(F)C(F)(F)C(F)(F)S(F)(F)(F)(F)F)OC(=O)O[C@@]1(C)COC.CCN(CC)CC.CCN(CC)CC

Here are the Mulliken charges for atoms 1 to 2, given in e: atom 1 (C): 0.26, atom 2 (O): -0.16

=====

Number 1: total energy -5675.19872 Ha. Number 2: total energy -325.71626 Ha. Number 3: total energy -361.73318 Ha. Number 4: total energy -364.58820 Ha. Number 5: total energy -2108.84327 Ha. Number 6: total energy -4760.51039 Ha. Number 7: total energy -3633.23347 Ha.